## i
A cluster of 9 separate species, H18O9 in total. Source: the OMol25 dataset; level of theory: ωB97M-V/def2-TZVPD.

Each line ends with the Mulliken spin population.
CARTESIAN COORDINATES (ANGSTROEM)
O: -0.30 -0.62 2.98  -0.29
H: -0.66 0.24 3.22  0.00
H: -0.84 -1.25 3.46  0.14
O: -1.62 0.85 -2.11  0.11
H: -0.96 0.62 -1.46  -0.05
H: -1.91 1.73 -1.87  -0.07
O: 3.20 -2.91 1.26  0.43
H: 2.84 -2.33 0.60  -0.09
H: 2.44 -3.22 1.76  -0.09
O: 0.05 -0.13 -0.20  0.74
H: 0.46 0.73 -0.18  0.02
H: 0.49 -0.63 0.49  -0.23
O: -3.25 0.98 0.78  0.10
H: -3.43 1.42 -0.05  -0.01
H: -2.76 0.19 0.53  0.01
O: 1.77 1.22 1.96  0.16
H: 1.42 2.11 1.94  -0.06
H: 1.06 0.69 2.30  0.08
O: 1.21 2.24 -1.94  -0.08
H: 1.96 1.88 -2.42  -0.05
H: 1.30 3.19 -2.03  0.05
O: 0.57 -0.79 -3.34  0.18
H: 1.22 -1.44 -3.57  -0.02
H: 1.07 -0.06 -2.98  -0.05
O: -2.15 -1.45 0.29  0.08
H: -1.38 -0.99 -0.02  0.05
H: -1.82 -2.28 0.63  -0.05

Output
expectation value of S² = 0.75
2S+1 = 2
charge = -1
molar mass = 162.1 g mol⁻¹



## ii
A cluster of 9 separate species, H18O9 in total. Source: the OMol25 dataset; level of theory: ωB97M-V/def2-TZVPD.

Each line ends with the Mulliken spin population.
CARTESIAN COORDINATES (ANGSTROEM)
O: 2.99 -0.44 -1.65  0.22
H: 3.38 -1.02 -2.30  -0.15
H: 2.13 -0.82 -1.48  0.00
O: 3.25 1.88 0.26  0.16
H: 3.41 1.26 -0.45  -0.02
H: 2.33 1.74 0.49  -0.03
O: 0.14 -3.16 -0.22  0.02
H: 0.74 -3.02 -0.95  0.23
H: 0.69 -3.15 0.56  -0.14
O: -3.05 0.79 0.73  0.01
H: -2.17 0.42 0.76  0.01
H: -3.44 0.43 -0.07  0.00
O: -0.58 0.04 -0.63  0.28
H: -0.39 -0.90 -0.58  -0.04
H: -0.07 0.42 0.09  -0.01
O: 0.59 2.73 0.53  0.11
H: 0.96 3.20 1.28  -0.03
H: -0.32 3.00 0.50  -0.01
O: -2.45 -3.16 0.70  0.33
H: -2.72 -4.08 0.64  -0.07
H: -1.51 -3.17 0.54  0.03
O: -2.60 1.82 -2.17  0.04
H: -2.93 1.14 -2.74  0.00
H: -1.82 1.44 -1.76  0.01
O: 1.32 0.59 2.44  0.08
H: 1.43 1.53 2.33  0.01
H: 0.68 0.50 3.15  -0.04

Output
expectation value of S² = 0.75
2S+1 = 2
charge = -1
molar mass = 162.1 g mol⁻¹



What should be chosen as the most stable of them? Choose ii.



## i
An isolated molecule of CHNOS. Source: the OMol25 dataset; level of theory: ωB97M-V/def2-TZVPD.

Each line ends with the Löwdin charge.
CARTESIAN COORDINATES (ANGSTROEM)
C: -0.11 -0.25 0.67  -0.39
N: 1.00 0.35 0.52  -0.03
O: -0.42 0.61 -1.67  -0.53
S: 0.24 -0.46 -1.04  0.90
H: -0.70 -0.25 1.52  0.06

Output
charge = 0
molar mass = 75.1 g mol⁻¹



## ii
An isolated molecule of CHNOS. Source: the OMol25 dataset; level of theory: ωB97M-V/def2-TZVPD.

Each line ends with the Löwdin charge.
CARTESIAN COORDINATES (ANGSTROEM)
C: -1.13 -0.53 -0.33  -0.48
N: 1.26 0.72 -0.10  -0.46
O: -2.01 -1.21 -0.68  0.12
S: 0.27 -0.33 0.49  0.87
H: 1.61 1.35 0.62  -0.05

Output
charge = 0
molar mass = 75.1 g mol⁻¹



## iii
An isolated molecule of CHNOS. Source: the OMol25 dataset; level of theory: ωB97M-V/def2-TZVPD.

Each line ends with the Löwdin charge.
CARTESIAN COORDINATES (ANGSTROEM)
C: -1.45 -0.67 0.82  -0.71
N: -0.67 0.31 -0.23  -0.25
O: -1.83 -1.04 1.92  0.04
S: -1.54 -1.14 -0.80  0.88
H: 0.33 0.14 -0.15  0.03

Output
SMILES string = O=C1NS1
charge = 0
molar mass = 75.1 g mol⁻¹



What should be chosen as the most stable of them? Choose iii.



## i
A cluster of 8 separate species, C14H44O15 in total. Source: the OMol25 dataset; level of theory: ωB97M-V/def2-TZVPD.

Each line ends with the Löwdin charge.
CARTESIAN COORDINATES (ANGSTROEM)
O: -2.33 0.29 -1.90  -0.02
H: -1.91 -0.45 -1.59  -0.05
H: -2.38 0.84 -1.10  0.01
C: -1.14 1.88 -4.57  -0.29
C: -1.68 1.08 -5.65  -0.30
O: -2.46 1.76 -6.60  -0.03
O: -0.40 1.00 -3.81  -0.08
H: -1.97 2.21 -3.90  0.14
H: -0.49 2.60 -4.99  0.12
H: -2.27 0.36 -5.16  0.12
H: -0.89 0.62 -6.15  0.11
H: -3.17 2.05 -6.05  0.07
H: -0.93 0.48 -3.19  0.04
C: -5.19 -2.67 1.27  -0.22
C: -4.05 -3.55 0.82  -0.25
O: -2.78 -3.08 1.13  -0.09
O: -6.48 -3.19 0.94  -0.02
H: -5.13 -1.73 0.88  0.09
H: -5.11 -2.62 2.32  0.11
H: -4.02 -3.62 -0.28  0.13
H: -4.10 -4.59 1.19  0.14
H: -2.75 -2.59 2.00  0.13
H: -6.43 -3.02 0.03  0.05
C: 3.57 -1.83 2.28  -0.24
C: 2.17 -1.81 2.87  -0.24
O: 1.58 -0.76 2.19  -0.10
O: 4.54 -2.67 2.86  -0.03
H: 4.00 -0.84 2.49  0.13
H: 3.56 -1.96 1.22  0.11
H: 2.24 -1.56 3.93  0.13
H: 1.75 -2.75 2.69  0.11
H: 1.54 -0.94 1.22  0.04
H: 4.58 -2.51 3.76  0.03
C: -0.05 -1.62 -0.23  -0.25
C: 0.81 -0.71 -1.05  -0.22
O: 2.02 -0.35 -0.47  -0.07
O: -1.19 -1.96 -0.90  -0.07
H: -0.47 -1.07 0.60  0.11
H: 0.40 -2.62 0.05  0.16
H: 0.30 0.20 -1.38  0.12
H: 1.13 -1.06 -2.03  0.13
H: 2.57 0.21 -1.00  0.02
H: -1.68 -2.52 -0.30  0.05
C: 1.12 2.69 3.11  -0.18
C: 1.05 2.48 1.60  -0.21
O: 0.13 3.36 0.95  -0.05
O: 2.18 1.86 3.67  -0.08
H: 0.17 2.60 3.61  0.11
H: 1.54 3.65 3.23  0.11
H: 0.79 1.51 1.32  0.07
H: 2.02 2.59 1.13  0.13
H: 0.40 4.25 1.01  0.09
H: 2.03 0.89 3.62  0.06
C: -2.14 1.31 1.56  -0.26
C: -3.35 0.36 1.59  -0.25
O: -3.73 0.04 2.89  -0.08
O: -1.95 1.76 0.28  -0.09
H: -1.24 0.81 1.87  0.10
H: -2.25 2.16 2.25  0.13
H: -3.03 -0.61 1.15  0.10
H: -4.25 0.69 1.05  0.13
H: -3.91 0.84 3.46  0.12
H: -1.26 2.47 0.40  0.08
C: 4.69 1.24 -2.04  -0.25
C: 5.41 0.70 -0.75  -0.24
O: 6.76 0.38 -0.97  -0.05
O: 3.36 1.52 -1.78  -0.08
H: 4.72 0.45 -2.83  0.13
H: 5.23 2.10 -2.50  0.13
H: 4.80 -0.19 -0.40  0.13
H: 5.38 1.48 0.03  0.12
H: 6.96 -0.28 -0.32  0.08
H: 3.03 1.96 -2.61  0.15

Output
SMILES string = OCCO.OCCO.OCCO.OCCO.OCCO.OCCO.OCCO.O
charge = 0
molar mass = 452.5 g mol⁻¹



## ii
A cluster of 8 separate species, C14H44O15 in total. Source: the OMol25 dataset; level of theory: ωB97M-V/def2-TZVPD.

Each line ends with the Löwdin charge.
CARTESIAN COORDINATES (ANGSTROEM)
C: -1.10 -0.26 0.33  -0.15
C: -0.65 1.12 -0.23  -0.24
O: -0.38 2.06 0.75  -0.07
O: 0.09 -1.06 0.61  -0.09
H: -1.89 -0.76 -0.22  0.11
H: -1.60 -0.07 1.28  0.12
H: -1.53 1.51 -0.74  0.11
H: 0.09 1.02 -1.03  0.11
H: 0.40 1.64 1.11  0.03
H: 0.48 -0.84 1.45  0.06
C: -3.47 -2.94 -2.77  -0.27
C: -4.58 -2.97 -1.76  -0.25
O: -5.53 -1.92 -1.89  -0.06
O: -4.02 -3.10 -4.04  -0.06
H: -2.81 -3.81 -2.70  0.11
H: -2.95 -1.98 -2.72  0.13
H: -4.15 -2.95 -0.76  0.12
H: -5.14 -3.87 -2.02  0.12
H: -6.24 -2.09 -1.27  0.08
H: -4.46 -3.94 -4.18  0.09
C: 3.26 -0.33 -1.62  -0.26
C: 3.23 1.19 -1.91  -0.23
O: 3.81 1.88 -0.82  -0.06
O: 4.56 -0.85 -1.63  -0.06
H: 2.79 -1.00 -2.35  0.11
H: 2.80 -0.46 -0.64  0.11
H: 2.20 1.53 -1.99  0.10
H: 3.74 1.35 -2.86  0.12
H: 4.70 2.13 -1.09  0.09
H: 4.72 -1.25 -0.77  0.09
C: 1.70 2.25 4.18  -0.21
C: 2.10 2.27 2.65  -0.18
O: 1.77 1.04 1.99  -0.10
O: 2.59 1.44 4.95  -0.06
H: 0.68 1.92 4.32  0.11
H: 1.60 3.27 4.55  0.11
H: 3.17 2.47 2.60  0.12
H: 1.70 3.11 2.10  0.12
H: 2.32 0.34 2.34  0.08
H: 2.18 0.58 5.00  0.04
C: -0.45 6.14 -2.27  -0.19
C: -1.44 5.00 -2.06  -0.25
O: -2.26 4.98 -3.22  -0.06
O: -1.07 7.47 -2.10  -0.08
H: 0.06 6.06 -3.24  0.12
H: 0.33 6.20 -1.51  0.11
H: -2.02 4.92 -1.14  0.12
H: -0.90 4.05 -1.94  0.10
H: -2.82 4.22 -3.02  0.08
H: -1.46 7.69 -2.95  0.07
C: 0.44 -3.06 -1.99  -0.28
C: 0.20 -3.99 -3.15  -0.27
O: 0.62 -5.30 -2.94  -0.05
O: -0.18 -3.49 -0.82  -0.04
H: 0.13 -2.08 -2.36  0.12
H: 1.53 -3.01 -1.91  0.11
H: 0.61 -3.67 -4.11  0.13
H: -0.85 -4.00 -3.42  0.09
H: 0.01 -5.81 -2.40  0.09
H: -0.38 -2.66 -0.39  0.03
C: 0.41 -3.06 3.95  -0.16
C: 1.26 -1.94 4.74  -0.21
O: 2.26 -1.35 3.93  -0.08
O: 1.15 -4.15 3.27  -0.08
H: -0.18 -2.56 3.18  0.10
H: -0.26 -3.49 4.69  0.11
H: 1.62 -2.26 5.72  0.11
H: 0.62 -1.16 5.14  0.11
H: 3.05 -1.88 3.83  0.11
H: 0.46 -4.76 3.01  0.07
O: -2.20 3.45 2.59  -0.06
H: -1.73 3.10 1.83  -0.02
H: -2.77 2.73 2.86  0.02

Output
SMILES string = OCCO.OCCO.OCCO.OCCO.OCCO.OCCO.OCCO.O
charge = 0
molar mass = 452.5 g mol⁻¹



What should be chosen as the most stable of them? Choose ii.



## i
A structure of composition C39H55F3O2P2PtSiTe4. Source: the OMol25 dataset; level of theory: ωB97M-V/def2-TZVPD.

Each line ends with the Löwdin charge.
CARTESIAN COORDINATES (ANGSTROEM)
Pt: 0.23 1.25 0.12  0.21
C: 3.04 0.11 2.37  -0.16
Si: 1.25 0.01 1.84  0.43
C: 0.94 -1.74 1.18  -0.32
C: 0.72 -2.82 2.05  -0.09
C: 0.50 -4.10 1.56  -0.08
C: 0.49 -4.31 0.19  -0.09
C: 0.70 -3.25 -0.69  -0.09
C: 0.93 -1.97 -0.19  -0.37
P: 1.44 -0.47 -1.16  1.05
C: 3.24 -1.03 -1.23  -0.37
C: 4.36 0.01 -1.24  -0.20
C: 5.68 -0.68 -0.84  -0.17
C: 5.74 -2.15 -1.28  -0.20
C: 4.98 -2.32 -2.59  -0.18
C: 3.48 -2.01 -2.40  -0.19
C: 0.78 -0.43 -2.90  -0.41
C: 0.43 -1.73 -3.64  -0.21
C: 0.20 -1.40 -5.12  -0.19
C: -0.97 -0.44 -5.28  -0.20
C: -0.73 0.84 -4.47  -0.18
C: -0.44 0.50 -3.00  -0.24
C: 0.15 0.20 3.38  -0.35
C: 0.68 -0.04 4.65  -0.09
C: -0.11 0.06 5.79  -0.07
C: -1.45 0.42 5.66  -0.07
C: -1.97 0.70 4.40  -0.09
C: -1.18 0.61 3.26  -0.40
P: -1.80 0.90 1.55  0.99
C: -3.40 1.81 1.84  -0.40
C: -4.24 1.97 0.56  -0.19
C: -3.96 3.25 -0.22  -0.21
C: -4.15 4.46 0.69  -0.20
C: -3.10 4.39 1.80  -0.24
C: -3.26 3.13 2.64  -0.20
C: -2.35 -0.86 1.20  -0.40
C: -2.43 -1.17 -0.30  -0.21
C: -2.76 -2.64 -0.54  -0.18
C: -4.03 -3.06 0.20  -0.20
C: -3.88 -2.78 1.69  -0.19
C: -3.63 -1.29 1.93  -0.19
H: 3.33 -0.86 2.80  0.05
H: 3.21 0.89 3.12  0.03
H: 3.69 0.32 1.52  0.01
H: 0.70 -2.64 3.12  0.10
H: 0.35 -4.93 2.24  0.10
H: 0.32 -5.31 -0.21  0.11
H: 0.68 -3.44 -1.75  0.09
H: 3.33 -1.57 -0.28  0.11
H: 4.17 0.81 -0.55  0.07
H: 4.44 0.44 -2.24  0.12
H: 5.79 -0.63 0.25  0.10
H: 6.52 -0.13 -1.27  0.11
H: 5.30 -2.80 -0.52  0.11
H: 6.78 -2.46 -1.40  0.11
H: 5.09 -3.33 -2.98  0.11
H: 5.41 -1.64 -3.33  0.11
H: 2.93 -2.93 -2.21  0.10
H: 3.12 -1.56 -3.32  0.10
H: 1.60 0.08 -3.42  0.11
H: -0.50 -2.14 -3.21  0.11
H: 1.20 -2.49 -3.55  0.08
H: 0.02 -2.32 -5.67  0.11
H: 1.11 -0.95 -5.53  0.12
H: -1.88 -0.93 -4.93  0.11
H: -1.10 -0.19 -6.34  0.11
H: -1.61 1.48 -4.53  0.11
H: 0.12 1.39 -4.88  0.12
H: -1.32 0.02 -2.57  0.10
H: -0.24 1.42 -2.46  0.03
H: 1.72 -0.33 4.74  0.10
H: 0.31 -0.14 6.76  0.11
H: -2.08 0.48 6.53  0.11
H: -3.01 0.99 4.34  0.10
H: -3.94 1.11 2.48  0.08
H: -5.30 1.96 0.84  0.12
H: -4.08 1.11 -0.09  0.08
H: -4.64 3.30 -1.08  0.11
H: -2.94 3.25 -0.60  0.04
H: -5.16 4.45 1.12  0.12
H: -4.03 5.39 0.13  0.11
H: -3.16 5.26 2.46  0.11
H: -2.12 4.40 1.33  -0.02
H: -4.16 3.23 3.27  0.12
H: -2.41 3.06 3.33  0.08
H: -1.53 -1.45 1.61  0.09
H: -1.47 -0.93 -0.74  0.05
H: -3.19 -0.55 -0.78  0.11
H: -1.92 -3.25 -0.18  0.09
H: -2.86 -2.82 -1.61  0.11
H: -4.23 -4.12 0.03  0.11
H: -4.88 -2.49 -0.19  0.12
H: -3.04 -3.36 2.09  0.12
H: -4.78 -3.10 2.23  0.11
H: -3.54 -1.10 3.00  0.11
H: -4.50 -0.74 1.55  0.11
Te: 0.77 3.33 2.16  0.14
Te: 2.99 4.67 2.56  0.35
Te: 0.36 5.51 3.68  0.19
Te: 0.03 3.82 -0.39  0.50
F: 3.67 4.89 -0.84  0.08
C: 3.80 3.81 -1.62  -0.55
F: 5.11 3.45 -1.61  0.13
F: 3.51 4.18 -2.87  0.14
C: 2.90 2.63 -1.13  -0.75
O: 2.89 2.48 0.13  -0.26
O: 2.28 2.03 -2.00  -0.09

Output
charge = 0
molar mass = 1408.4 g mol⁻¹



## ii
A structure of composition C39H55F3O2P2PtSiTe4. Source: the OMol25 dataset; level of theory: ωB97M-V/def2-TZVPD.

Each line ends with the Löwdin charge.
CARTESIAN COORDINATES (ANGSTROEM)
Pt: -0.03 0.05 -0.02  0.49
C: -2.81 -0.33 2.42  -0.20
Si: -1.00 0.04 2.06  0.36
C: -0.70 1.79 2.69  -0.29
C: -0.70 2.12 4.05  -0.08
C: -0.53 3.42 4.47  -0.08
C: -0.35 4.43 3.54  -0.07
C: -0.34 4.13 2.19  -0.07
C: -0.52 2.81 1.75  -0.35
P: -0.55 2.35 -0.04  1.01
C: 0.68 3.60 -0.71  -0.38
C: 0.11 4.99 -1.02  -0.21
C: 1.26 6.02 -0.94  -0.18
C: 2.58 5.43 -1.45  -0.20
C: 2.30 4.39 -2.53  -0.17
C: 1.50 3.20 -1.96  -0.18
C: -2.20 3.02 -0.55  -0.40
C: -2.34 3.05 -2.09  -0.18
C: -3.76 2.71 -2.54  -0.19
C: -4.15 1.29 -2.10  -0.18
C: -3.69 0.99 -0.67  -0.21
C: -3.37 2.26 0.10  -0.20
C: -0.07 -1.13 3.19  -0.31
C: -0.52 -1.49 4.46  -0.09
C: 0.16 -2.41 5.24  -0.07
C: 1.31 -3.01 4.74  -0.07
C: 1.77 -2.68 3.48  -0.09
C: 1.09 -1.74 2.70  -0.39
P: 1.66 -1.23 1.03  0.98
C: 2.40 -2.83 0.42  -0.39
C: 2.21 -3.09 -1.08  -0.23
C: 3.30 -2.47 -1.95  -0.19
C: 4.68 -2.95 -1.54  -0.19
C: 4.94 -2.61 -0.07  -0.20
C: 3.85 -3.19 0.83  -0.19
C: 2.86 0.11 1.52  -0.40
C: 3.96 -0.26 2.53  -0.19
C: 4.64 1.02 3.03  -0.19
C: 5.23 1.82 1.88  -0.20
C: 4.15 2.16 0.85  -0.19
C: 3.45 0.90 0.35  -0.20
H: -2.95 -0.14 3.49  0.04
H: -3.09 -1.36 2.22  -0.03
H: -3.51 0.31 1.89  0.00
H: -0.83 1.33 4.79  0.10
H: -0.52 3.65 5.53  0.10
H: -0.20 5.46 3.86  0.11
H: -0.20 4.93 1.48  0.08
H: 1.37 3.69 0.13  0.10
H: -0.69 5.31 -0.35  0.09
H: -0.31 4.98 -2.02  0.11
H: 1.38 6.35 0.10  0.11
H: 0.99 6.90 -1.53  0.11
H: 3.14 4.97 -0.63  0.10
H: 3.22 6.23 -1.85  0.11
H: 3.22 4.02 -2.98  0.11
H: 1.73 4.87 -3.34  0.12
H: 2.17 2.38 -1.73  0.08
H: 0.81 2.85 -2.73  0.10
H: -2.21 4.03 -0.15  0.10
H: -1.65 2.35 -2.56  0.09
H: -2.08 4.04 -2.46  0.10
H: -3.83 2.80 -3.62  0.11
H: -4.46 3.43 -2.12  0.11
H: -3.71 0.57 -2.79  0.09
H: -5.24 1.18 -2.19  0.11
H: -2.78 0.38 -0.71  0.01
H: -4.43 0.39 -0.14  0.11
H: -3.14 2.06 1.15  0.08
H: -4.24 2.92 0.10  0.12
H: -1.44 -1.06 4.85  0.09
H: -0.22 -2.68 6.22  0.10
H: 1.84 -3.75 5.33  0.11
H: 2.65 -3.17 3.11  0.09
H: 1.74 -3.53 0.94  0.09
H: 1.24 -2.71 -1.39  -0.01
H: 2.19 -4.17 -1.24  0.12
H: 3.25 -1.38 -1.86  0.09
H: 3.10 -2.71 -2.99  0.12
H: 5.45 -2.52 -2.17  0.11
H: 4.73 -4.04 -1.66  0.12
H: 4.97 -1.52 0.03  0.08
H: 5.91 -2.99 0.25  0.12
H: 4.05 -2.92 1.86  0.08
H: 3.92 -4.28 0.77  0.13
H: 2.15 0.78 2.03  0.11
H: 4.70 -0.89 2.04  0.10
H: 3.54 -0.81 3.37  0.10
H: 5.42 0.76 3.75  0.11
H: 3.90 1.63 3.56  0.12
H: 6.01 1.23 1.39  0.12
H: 5.70 2.73 2.25  0.11
H: 4.58 2.70 0.01  0.11
H: 3.41 2.82 1.32  0.11
H: 4.17 0.28 -0.19  0.11
H: 2.66 1.14 -0.35  0.05
Te: -1.60 -3.15 0.47  0.22
Te: -1.57 -5.64 -0.59  0.05
Te: -1.37 -4.36 -3.08  0.10
Te: -1.40 -1.91 -1.95  0.30
F: 3.15 0.28 -3.74  0.14
C: 1.88 0.26 -4.17  -0.54
F: 1.69 -0.89 -4.84  0.14
F: 1.76 1.26 -5.06  0.15
C: 0.83 0.40 -3.03  -0.67
O: 1.28 0.18 -1.87  -0.22
O: -0.31 0.68 -3.39  -0.03

Output
charge = 0
molar mass = 1408.4 g mol⁻¹



What should be chosen as the most stable of them? Choose ii.



## i
A structure of composition C5H11N2O. Source: the OMol25 dataset; level of theory: ωB97M-V/def2-TZVPD.

Each line ends with the Löwdin charge.
CARTESIAN COORDINATES (ANGSTROEM)
C: -2.28 0.26 -0.22  -0.56
O: -3.52 0.18 0.30  -0.37
C: -1.08 -0.31 0.66  -0.16
C: 0.26 -0.32 -0.06  -0.08
C: 1.49 -1.00 0.51  -0.32
N: 1.45 1.34 -0.18  0.15
C: 2.55 0.66 -0.25  -0.36
N: 2.69 -0.66 -0.17  -0.01
H: -1.93 1.31 -0.48  0.09
H: -2.18 -0.36 -1.16  0.05
H: -0.89 0.35 1.51  0.11
H: -1.48 -1.24 1.03  0.12
H: 0.85 0.78 -0.32  -0.19
H: 0.17 -0.60 -1.12  0.15
H: 1.31 -0.74 1.57  0.12
H: 1.37 -2.10 0.55  0.13
H: -4.18 -0.79 -2.44  0.02
H: -4.01 -1.50 -2.57  0.01
H: 3.48 1.22 -0.41  0.11

Output
charge = -1
molar mass = 115.2 g mol⁻¹



## ii
A cluster of 2 separate species, C5H11N2O in total. Source: the OMol25 dataset; level of theory: ωB97M-V/def2-TZVPD.

Each line ends with the Löwdin charge.
CARTESIAN COORDINATES (ANGSTROEM)
C: 1.74 -1.44 1.20  -0.33
C: 1.02 -2.45 0.64  -0.04
C: 0.21 -0.87 2.67  -0.08
N: 1.48 -0.94 2.45  -0.04
H: 2.35 -0.77 0.54  0.10
H: 0.28 -2.98 1.16  0.01
H: 1.43 -2.86 -0.31  0.04
H: -0.11 -0.65 3.69  0.05
H: -0.52 -1.02 1.83  0.06
C: -0.94 1.19 -0.29  -0.47
O: -0.12 0.33 0.44  -0.37
C: -0.33 1.25 -1.68  -0.31
N: -1.17 2.15 -2.52  -0.04
H: -2.04 0.97 -0.28  0.08
H: -0.82 2.22 0.12  0.09
H: 0.66 1.72 -1.53  0.10
H: -0.18 0.25 -2.11  0.10
H: -0.87 2.14 -3.46  0.01
H: -2.09 1.74 -2.55  0.04

Output
charge = -1
molar mass = 115.2 g mol⁻¹



What should be chosen as the most stable of them? Choose ii.